--- i ---
The following is a quantum chemistry calculation of the ion C3H11N2 with charge +1, from the Open Molecules 2025 dataset.

Last column: Mulliken charge in e.
Element x y z (Å)
1 C -0.92839 0.88524 0.33599  -0.846
2 C 0.38631 0.37174 0.75435  -0.433
3 C 1.23647 0.07586 -0.50162  -0.574
4 N 2.11900 -1.15561 -0.37912  -0.531
5 N -1.96388 -0.08875 -0.21734  -0.242
6 H -0.71624 1.65201 -0.40372  0.380
7 H -1.49188 1.17302 1.25187  0.395
8 H 0.27495 -0.54385 1.28831  0.330
9 H 0.82441 1.02717 1.41614  0.415
10 H 0.51611 -0.00252 -1.26696  0.246
11 H 1.77209 0.82748 -0.99639  0.388
12 H 2.75021 -1.31905 0.39673  0.210
13 H 1.84208 -2.10783 -0.78249  0.201
14 H -2.20186 -0.78258 0.51378  0.363
15 H -2.78555 0.49565 -0.36611  0.374
16 H -1.63385 -0.50797 -1.04343  0.324

Its structure (SMILES) is NCCC[NH3+]. The calculation puts the lowest unoccupied orbital energy at -0.1426 Ha. The net charge is +1. The gap between HOMO and LUMO is 0.3144 Ha.

***

--- ii ---
The following is a quantum chemistry calculation of a cluster of 2 separate species, C3H11N2 in total, from the Open Molecules 2025 dataset.

Last column: Mulliken charge in e.
Element x y z (Å)
1 C 1.91808 -1.75382 -0.10603  -0.247
2 N 1.41931 -0.61684 -0.45612  -0.514
3 H 2.22330 -2.50318 -0.83341  0.279
4 H 1.86807 -1.97326 0.94851  0.264
5 H -1.64866 -0.36874 -0.44463  0.373
6 H 1.68109 -0.10823 -1.27166  0.217
7 C -0.99020 0.40386 1.52250  -0.784
8 N -0.85608 0.17547 -0.10252  -0.166
9 C -0.68549 1.35218 -1.00758  -0.982
10 H -2.02067 0.64752 1.70317  0.358
11 H -0.19874 0.99970 1.88079  0.353
12 H -0.64292 -0.54490 1.89182  0.323
13 H -0.00005 -0.45692 -0.25735  0.389
14 H -1.72363 1.76171 -1.03001  0.385
15 H -0.06652 2.00077 -0.51475  0.380
16 H -0.27690 0.98466 -1.92273  0.370

The calculation puts the lowest unoccupied orbital energy at -0.1400 Ha. The net charge is +1. The gap between HOMO and LUMO is 0.3942 Ha.

***

--- iii ---
The following is a quantum chemistry calculation of a cluster of 2 separate species, C3H11N2 in total, from the Open Molecules 2025 dataset.

Last column: Mulliken charge in e.
Element x y z (Å)
1 C -0.76520 1.44089 2.01196  -0.906
2 C -1.33026 2.03376 0.69092  -0.722
3 H -0.05727 0.63740 1.98408  0.239
4 H -1.54549 0.88856 2.63662  0.303
5 H -0.23574 2.09232 2.70398  0.343
6 H -2.03590 2.78516 0.96894  0.321
7 H -0.45260 2.58048 0.21364  0.221
8 H -1.77360 1.27810 0.02854  0.236
9 N 0.44992 -1.54642 0.11186  -0.330
10 C 0.59315 -0.81503 -1.02334  0.300
11 N 1.20393 -1.21860 -2.08334  -0.250
12 H -0.38867 -1.58062 0.67468  0.281
13 H 1.25255 -2.08280 0.50714  0.260
14 H 0.04829 0.18654 -1.01910  0.178
15 H 0.90260 -1.38400 -2.97888  0.277
16 H 1.72267 -2.00372 -1.99648  0.248

The calculation puts the lowest unoccupied orbital energy at -0.1968 Ha. The net charge is +1. The gap between HOMO and LUMO is 0.3473 Ha.

***

The least stable of them is ii.

***

--- i ---
The following is a quantum chemistry calculation of the molecule C3H3NO2S, from the Open Molecules 2025 dataset.

Last column: Mulliken charge in e.
Element x y z (Å)
1 C 0.44538 0.14449 0.55430  0.283
2 C 1.11588 0.91881 -0.53755  -0.233
3 C -1.01201 0.30130 0.12055  0.215
4 H 2.17273 -1.46397 0.96021  0.145
5 H 0.56434 0.62579 1.52675  0.327
6 H 2.15404 1.05318 -0.67966  0.418
7 N 0.29939 1.43529 -1.38129  -0.264
8 O -1.01334 1.08192 -1.00339  -0.199
9 O -2.00555 -0.14258 0.60279  -0.496
10 S 0.86680 -1.62277 0.64017  -0.194

Its structure (SMILES) is O=C1ON=C[C@@H]1S. The calculation puts the lowest unoccupied orbital energy at 0.0048 Ha. The net charge is 0. The gap between HOMO and LUMO is 0.3768 Ha.

***

--- ii ---
The following is a quantum chemistry calculation of the molecule C3H3NO2S, from the Open Molecules 2025 dataset.

Last column: Mulliken charge in e.
Element x y z (Å)
1 C -1.57467 -0.17380 -0.02910  0.320
2 C -0.45551 -1.13082 0.05546  -0.141
3 C 0.77669 -0.20156 -0.01168  0.207
4 H -0.77975 -1.61259 1.02963  0.208
5 H -0.56554 -2.02110 -0.63913  0.299
6 H -1.63063 1.98651 -0.04823  0.350
7 N -1.05084 0.95711 -0.14744  -0.008
8 O -2.83762 -0.33349 -0.01854  -0.707
9 O 0.27808 1.14646 0.17761  -0.236
10 S 2.39557 -0.15745 -0.04192  -0.292

Its structure (SMILES) is O=C1CC(=S)ON1. The calculation puts the lowest unoccupied orbital energy at -0.0284 Ha. The net charge is 0. The gap between HOMO and LUMO is 0.3240 Ha.

***

The least stable of them is ii.

***

--- i ---
The following is a quantum chemistry calculation of a cluster of 2 separate species, C3H3NO2S in total, from the Open Molecules 2025 dataset.

Last column: Mulliken charge in e.
Element x y z (Å)
1 C -0.47711 -0.04654 -0.50476  -0.203
2 C 0.80108 0.65197 -0.18503  -0.036
3 C -0.68306 0.94167 1.37760  0.144
4 N -1.30421 0.17448 0.53036  -0.421
5 O 0.29683 -3.02524 -2.26062  -0.338
6 O 0.55141 1.28717 1.08235  -0.321
7 S -0.77791 -2.72987 -1.29990  0.275
8 H 1.66771 -0.01145 -0.10800  0.250
9 H 1.03367 1.42983 -0.92221  0.255
10 H -1.10841 1.32797 2.29022  0.395

The calculation puts the lowest unoccupied orbital energy (alpha / beta) at -0.0366 / -0.0317 Ha. The net charge is 0. The gap between HOMO and LUMO (alpha / beta) is 0.2639 / 0.2489 Ha.

***

--- ii ---
The following is a quantum chemistry calculation of a cluster of 2 separate species, C3H3NO2S in total, from the Open Molecules 2025 dataset.

Last column: Mulliken charge in e.
Element x y z (Å)
1 C 1.10155 -0.15264 0.21631  -0.197
2 C 0.69017 1.27449 0.00795  -0.163
3 C 0.42808 -1.25224 0.08553  0.012
4 N -1.68005 -0.52381 -0.27302  0.269
5 O -2.32377 -1.23384 -1.01056  -0.461
6 O 0.56138 1.65232 -1.13435  -0.417
7 S -1.83405 0.77536 0.58080  -0.060
8 H 2.19638 -0.31627 0.42873  0.321
9 H 0.87511 2.01980 0.97505  0.291
10 H -0.01480 -2.24317 0.12356  0.406

The calculation puts the lowest unoccupied orbital energy (alpha / beta) at -0.0207 / -0.0330 Ha. The net charge is 0. The gap between HOMO and LUMO (alpha / beta) is 0.2935 / 0.2756 Ha.

***

--- iii ---
The following is a quantum chemistry calculation of the molecule C3H3NO2S, from the Open Molecules 2025 dataset.

Last column: Mulliken charge in e.
Element x y z (Å)
1 C 0.10426 -0.10790 0.70807  0.154
2 C -0.05668 1.49396 -0.63648  -0.121
3 C -0.11685 -0.68800 -0.52185  0.658
4 H 0.82327 0.23589 2.73530  0.139
5 H 0.07655 2.43404 -1.06413  0.442
6 H -0.88230 -2.11280 -1.79900  0.387
7 N 0.18716 1.24974 0.62057  -0.509
8 O -0.32000 0.33019 -1.38207  -0.335
9 O -0.41743 -1.90042 -0.89020  -0.557
10 S 0.60202 -0.93470 2.22979  -0.258

Its structure (SMILES) is Oc1ocnc1S. The calculation puts the lowest unoccupied orbital energy at 0.0118 Ha. The net charge is 0. The gap between HOMO and LUMO is 0.3036 Ha.

***

The least stable of them is ii.

***

--- i ---
The following is a quantum chemistry calculation of the ion C4H9N2O2S with charge +1, from the Open Molecules 2025 dataset.

Last column: Mulliken charge in e.
Element x y z (Å)
1 C 0.28114 -0.97179 -0.60861  -1.242
2 C 0.61141 -1.15247 0.83908  0.041
3 C -2.04726 -1.36823 -0.67230  -0.108
4 C -0.02721 2.26953 -0.89459  -0.452
5 N 1.23363 -0.37066 1.67007  0.725
6 N -1.14293 -0.48108 -0.76666  0.204
7 O 1.26692 -0.44067 2.89254  -0.636
8 O 1.70213 0.82535 1.10115  -0.469
9 S -1.46912 1.19292 -0.57609  0.085
10 H 0.95237 -0.26594 -1.02639  0.514
11 H 0.34304 -2.02316 -1.17094  0.354
12 H 0.17376 -1.97288 1.43277  0.338
13 H 2.18980 1.08650 1.96595  0.382
14 H -3.14118 -1.34133 -0.71735  0.290
15 H -1.67813 -2.40641 -0.54616  0.230
16 H 0.79329 1.75481 -0.33735  0.070
17 H -0.20439 3.30798 -0.52960  0.373
18 H 0.16273 2.35753 -2.05554  0.302

Its structure (SMILES) is C=[N+](C/C=[N+](/[O-])O)SC. The calculation puts the lowest unoccupied orbital energy at -0.1828 Ha. The net charge is +1. The gap between HOMO and LUMO is 0.3098 Ha.

***

--- ii ---
The following is a quantum chemistry calculation of a cluster of 2 separate species, C4H9N2O2S in total, from the Open Molecules 2025 dataset.

Last column: Mulliken charge in e.
Element x y z (Å)
1 C -0.57047 -1.11327 -1.12239  0.098
2 C 1.49031 1.14960 0.21080  0.824
3 C 1.29280 3.13048 -1.06140  -0.591
4 C -0.60427 -1.85660 2.46095  -0.654
5 N -0.39163 -0.57378 0.05420  -0.371
6 N -1.71474 -1.75877 -1.52180  -0.377
7 O 2.19633 0.86981 1.03687  -0.124
8 O 0.89515 1.72265 -0.69386  -0.194
9 S -1.57380 -0.83025 1.29066  -0.089
10 H 0.35921 -1.28135 -1.69372  0.344
11 H 2.01626 3.63209 -0.39218  0.382
12 H 0.27949 3.51464 -0.96820  0.289
13 H 1.58821 3.02036 -2.08815  0.279
14 H -0.27266 -2.82118 2.03158  0.261
15 H -1.16401 -1.85043 3.34999  0.347
16 H 0.47192 -1.30304 2.49867  0.144
17 H -1.84269 -1.73437 -2.50690  0.235
18 H -2.45540 -1.91661 -0.88511  0.198

The calculation puts the lowest unoccupied orbital energy at -0.1635 Ha. The net charge is +1. The gap between HOMO and LUMO is 0.2683 Ha.

***

The least stable of them is i.